Entry from the Open Molecules 2025 dataset: C3H6FN2S as an isolated structure in a non-equilibrium geometry (ωB97M-V with the def2-TZVPD basis set).

Geometry as XYZ:
```
13
Properties=species:S:1:pos:R:3
S -0.954 -1.256 0.781
F -2.403 -0.637 -1.820
N 1.328 0.090 1.443
N 0.110 1.014 -0.347
C -0.379 0.547 -1.402
C -1.133 -0.726 -1.510
C -0.070 0.345 0.894
H 1.343 -0.824 1.925
H 1.635 0.835 2.080
H -0.647 -1.586 -1.970
H 1.988 0.058 0.655
H -0.229 1.121 -2.312
H -0.589 1.021 1.582
```

Calculated values
**LUMO (spin up / spin down)**: -4.67 / -4.67 eV
**Energy**: -725.15228 a.u.
**Total charge**: +1